(1)
Here is a molecular structure, C4H8N2O in a non-equilibrium geometry from the OMol25 dataset. Energies are from ωB97M-V/def2-TZVPD.

Output
Max |F|: 0.02753 Eh/bohr
Molecular weight: 100.1 g mol⁻¹
Highest occupied orbital energy (spin up / spin down): -9.12 / -9.06 eV
LUMO (spin up / spin down): -0.49 / -0.45 eV
Energy relative to the best compared isomer or geometry (same formula, charge and spin): 564.0 kJ/mol
DFT total energy: -341.78882 a.u.

Each line ends with the natural charge from an NBO analysis.
Element x y z (Å)
1 C -1.469 0.929 0.925  -0.627
2 C -0.466 1.143 -0.172  0.046
3 O 0.919 1.188 0.296  -0.502
4 C 1.257 0.176 -0.584  0.493
5 N 2.271 -0.572 -0.651  -0.624
6 C -0.105 -0.081 -1.006  -0.073
7 N 0.404 -1.803 0.211  -0.859
8 H -1.234 -0.019 1.410  0.236
9 H -2.475 0.873 0.492  0.217
10 H -1.443 1.746 1.651  0.223
11 H -0.668 2.071 -0.738  0.203
12 H 2.859 -0.428 0.167  0.363
13 H -0.528 -0.408 -1.954  0.232
14 H 0.684 -2.159 -0.701  0.338
15 H -0.005 -2.655 0.654  0.333

***

(2)
Here is 2 unconnected molecules or ions with the total composition C4H8N2O in a non-equilibrium geometry from the OMol25 dataset. Energies are from ωB97M-V/def2-TZVPD.

Output
Max |F|: 0.03357 Eh/bohr
Molecular weight: 100.1 g mol⁻¹
Highest occupied orbital energy: -8.89 eV
LUMO: 0.79 eV
SMILES: C=CON.CC#N
Energy relative to the best compared isomer or geometry (same formula, charge and spin): 403.7 kJ/mol
DFT total energy: -341.84989 a.u.

Each line ends with the natural charge from an NBO analysis.
Element x y z (Å)
1 C 0.392 -0.591 2.364  -0.703
2 N -0.691 1.816 -0.366  -0.510
3 O 0.582 1.169 -0.607  -0.397
4 H -1.014 2.062 -1.302  0.339
5 H -0.368 2.702 0.025  0.349
6 H 1.334 -0.776 2.885  0.247
7 H -0.446 -0.661 3.062  0.249
8 H 0.405 0.426 1.972  0.253
9 C 0.506 0.073 -1.448  0.133
10 C -0.563 -0.404 -2.113  -0.539
11 C 0.244 -1.640 1.264  0.286
12 N 0.113 -2.662 0.728  -0.336
13 H 1.513 -0.202 -1.745  0.195
14 H -0.427 -1.129 -2.908  0.220
15 H -1.579 -0.183 -1.811  0.211

***

> Number 1 is which compound?

C4H8N2O

***

> What is the molecular weight in the second record?

100.1 g mol⁻¹